[1]
123
Properties=species:S:1:pos:R:3:forces:R:3 method="wB97M-V/def2-TZVPD" homo_energy_ha="-0.3926 / -0.3926" total_charge=+1
H -1.28814 0.32923 -2.55590 -0.04 0.04 0.04
C 4.88512 0.96966 1.09785 0.02 -0.03 -0.06
H -2.46882 -2.11245 3.60379 0.01 0.01 -0.02
C -2.95033 7.59675 0.11978 -0.06 -0.17 0.06
C -4.42470 1.44008 -1.79767 -0.03 0.02 -0.04
C -5.08053 -0.08616 -5.21270 0.05 0.03 0.05
C -1.37014 -1.19917 2.02451 -0.13 0.02 -0.12
C 6.78304 0.79001 -0.32190 0.10 0.07 0.02
F 8.05889 1.10242 -0.58756 -0.05 0.00 -0.02
H -4.56261 0.24935 -6.11255 0.00 0.00 0.02
C -3.06420 1.19352 -1.66353 -0.17 -0.07 -0.03
H -0.83274 8.51677 -2.35326 -0.02 0.00 0.02
H -3.88629 -5.91453 -2.61452 0.00 -0.02 0.00
H -3.96020 -3.34540 2.03592 0.01 0.02 -0.01
F 2.35440 -2.19856 -1.76372 -0.05 0.09 0.02
C 4.77773 -0.35283 -0.92105 0.09 0.13 0.14
C 3.17437 -0.01573 3.73080 -0.16 -0.05 -0.01
C -2.52129 3.44142 -0.15878 -0.05 -0.18 0.36
C 1.20776 1.82913 4.43980 -0.04 -0.01 -0.12
C 4.58068 5.09915 -0.97060 0.09 0.08 0.02
H -6.12828 1.21703 -3.06411 0.03 -0.01 0.00
H 1.39410 5.34835 0.21903 0.04 -0.02 0.01
N -1.19594 -1.05674 0.70167 -0.05 -0.34 0.05
H 5.45504 3.29653 -1.73918 -0.02 0.00 -0.01
C -3.00637 0.15298 -3.81206 -0.03 0.02 0.01
C 2.51167 -2.46632 1.43378 -0.10 -0.24 -0.12
O 0.12359 3.42254 0.84125 0.21 -0.10 -0.28
H 3.44101 1.93095 -1.39534 0.02 -0.04 0.01
H 0.41759 1.53755 2.48600 0.02 0.06 -0.06
H 3.94238 0.29143 5.72652 -0.01 0.00 -0.01
H -5.10656 -1.17734 -5.23732 0.01 0.01 0.01
C -1.56525 3.59275 -3.48847 -0.13 0.05 0.05
Sb 2.25052 -0.48058 0.84819 -0.70 -0.06 0.31
O -4.53687 -6.22770 -1.97581 -0.04 0.14 0.01
C -2.50061 3.58339 -6.13399 -0.12 0.08 0.07
H -4.97551 1.93065 -1.00256 0.03 -0.02 -0.02
H -2.86504 3.60018 -7.15303 -0.01 0.00 0.02
C -1.97550 -1.72394 -0.14960 0.09 0.09 0.00
C -1.26202 6.50978 -1.82559 -0.05 -0.16 0.04
C 2.19070 0.33943 2.79890 0.02 0.17 0.19
Pd -0.06515 0.44387 -0.00998 0.95 1.45 0.42
C 4.17460 0.12300 0.24560 0.15 0.04 -0.12
H -3.60999 8.01255 0.87200 0.02 -0.01 0.00
H 4.35850 -5.25582 0.85881 0.00 0.00 0.01
C -1.06670 3.57693 -2.14286 -0.23 0.11 -0.02
C -5.20982 -5.11873 -1.43058 0.16 -0.13 -0.03
H 1.61796 1.53185 -2.63078 -0.05 0.00 -0.01
C 5.83111 5.92104 -1.14537 -0.08 -0.05 0.00
H -0.77834 2.41580 -6.59928 -0.01 0.02 0.03
C 3.47563 -3.28477 0.85593 -0.04 -0.06 0.06
H 4.42130 1.38735 1.98135 0.01 -0.03 0.00
C 1.20462 1.25191 3.17443 0.10 -0.02 0.03
F 0.69858 -2.74839 -3.31363 0.10 0.09 0.15
H -4.05348 -4.89468 0.32109 0.01 0.00 -0.01
F 2.90712 -6.32763 2.69268 0.01 0.04 -0.01
C -3.51415 5.31985 0.91503 0.00 0.06 0.00
C 3.42522 5.66436 -0.43121 -0.02 0.08 0.00
C 3.43695 2.97257 -1.11667 -0.06 0.21 -0.13
C 0.75582 2.13410 -2.88570 0.10 0.15 0.21
C 2.28338 4.91233 -0.21741 0.17 -0.02 -0.05
H 1.19250 -4.67578 3.65894 0.00 0.00 -0.01
H 4.22969 -0.97066 -1.61461 -0.11 -0.16 -0.05
C -0.85388 2.91378 -4.50150 0.10 -0.05 -0.09
C 6.09597 -0.01707 -1.20559 -0.15 -0.10 -0.10
C -5.06537 1.03556 -2.95357 -0.06 0.00 -0.01
H 6.58876 -0.38158 -2.09718 0.00 0.01 0.02
C -3.85009 -3.17825 -0.77512 0.07 -0.08 -0.04
F 2.24201 2.04430 6.52745 -0.02 -0.04 -0.02
C -2.82688 6.18322 0.02630 -0.06 0.08 0.09
C 6.20154 1.30302 0.81942 -0.06 0.03 0.07
H -4.16989 4.72118 -5.35622 0.01 -0.01 -0.01
H -3.84512 3.29285 1.53641 0.02 0.02 -0.01
H 6.50187 5.77431 -0.29604 -0.01 -0.01 -0.01
H 4.11821 -2.91814 0.06782 -0.03 0.01 -0.03
N -4.38657 -4.39074 -0.48454 -0.06 0.12 0.08
C -3.16663 -2.71500 1.65254 -0.01 -0.08 0.08
C -4.37003 0.38690 -3.97339 0.00 -0.04 -0.07
C -2.34767 0.54448 -2.65860 0.03 -0.02 0.04
H -0.60793 6.09340 -2.58240 -0.01 -0.01 0.03
S -2.31740 1.65405 -0.12600 -0.32 -0.66 0.10
C -1.85695 4.22366 -1.05669 -0.01 -0.02 -0.31
C 0.06292 2.86412 -1.88264 0.31 0.03 -0.06
C -1.38854 7.85840 -1.69787 -0.10 0.16 0.09
H -1.79746 -1.59669 -1.20609 -0.09 0.06 0.04
H -3.36715 4.71822 -3.05334 0.04 0.00 -0.01
H -2.45044 -0.35751 -4.59054 -0.02 0.00 0.02
C 3.19011 0.55121 4.99380 0.05 -0.06 -0.06
H 6.37188 5.62977 -2.04549 -0.01 0.00 0.01
S 0.80326 2.70031 -0.24834 -0.83 -0.50 -0.30
C 2.21165 1.47566 5.31424 0.02 0.04 0.13
H 3.92875 -0.75282 3.47735 0.01 0.04 -0.01
H -2.34924 9.48575 -0.63402 0.01 -0.01 -0.01
C -2.98046 -2.56366 0.29002 -0.15 -0.08 0.03
C -2.78593 4.23125 -3.82576 0.06 -0.01 0.08
H -6.07936 -5.51755 -0.91681 -0.04 -0.04 0.04
C 0.31490 2.17873 -4.16492 -0.13 0.06 -0.14
H 0.83380 1.62708 -4.93977 -0.02 0.01 0.02
H 3.42053 6.71471 -0.16518 0.01 -0.02 -0.01
F 0.68254 -0.72420 -2.21794 -0.22 0.03 -0.06
C 4.56712 3.75076 -1.31576 -0.03 -0.06 -0.02
O -3.16952 1.16523 0.98539 0.37 0.15 -0.26
C 1.81556 -4.26711 2.87496 -0.06 0.07 0.01
C -2.34392 -2.02701 2.53366 -0.04 -0.06 0.01
H 0.94165 -2.32360 2.90754 0.02 -0.01 0.01
H -5.52142 -4.40475 -2.18803 -0.04 0.04 -0.04
O -4.03644 -2.57936 -1.81662 0.00 -0.01 -0.02
C -2.25101 8.41112 -0.71547 0.13 0.01 -0.17
F 0.23158 -2.67122 -1.06374 0.10 -0.09 0.00
H -6.10679 0.27685 -5.24855 0.02 0.01 0.00
C -1.34042 2.93412 -5.83094 0.06 -0.04 0.07
H -4.16044 5.75230 1.66970 0.02 0.00 -0.02
C 1.68367 -2.95866 2.43925 0.08 -0.07 0.01
H 6.77251 1.95068 1.47208 -0.02 -0.02 -0.02
C -3.35340 3.96647 0.84833 0.07 0.06 -0.07
C 3.61880 -4.59468 1.28860 0.03 0.06 -0.08
H -0.72559 -0.62000 2.66998 0.01 0.05 0.01
C 2.77946 -5.05790 2.28123 0.02 -0.12 0.05
C -3.23731 4.22806 -5.11365 0.03 -0.06 -0.14
C 2.31021 3.56931 -0.57481 0.35 -0.14 0.31
H 5.60401 6.98445 -1.20638 -0.01 -0.02 0.00
C -1.98509 5.63343 -0.96729 0.17 0.08 -0.07
H 0.45765 2.54870 4.73961 0.01 -0.02 -0.01
B 0.97640 -2.13166 -2.11840 0.37 -0.07 -0.16

---

[2]
125
Properties=species:S:1:pos:R:3:forces:R:3 method="wB97M-V/def2-TZVPD" spin_multiplicity=2 homo_energy_ha="-0.5209 / -0.5208" total_charge=+3
C 1.13592 -3.80568 -3.70076 0.01 -0.09 -0.04
H -4.21099 -2.74444 -3.95783 -0.01 -0.01 0.05
H -0.74681 1.33402 -7.03916 0.00 0.01 0.03
C 3.76460 -5.03975 -0.31103 0.02 -0.02 0.01
C 4.32480 0.27588 4.19602 0.00 0.02 -0.03
H -1.89495 1.29676 4.77934 0.02 0.01 -0.04
C 0.17856 -3.05556 -1.56515 0.07 0.38 0.35
C 3.05103 2.28569 1.40952 0.03 -0.06 0.03
H -3.79345 6.92524 -2.09455 0.00 -0.01 0.00
Cl 0.20736 -7.04925 -1.57191 0.00 0.03 -0.01
C 0.00805 3.86512 3.66569 0.00 0.02 0.01
C -5.59518 2.41901 -0.14048 0.00 0.00 -0.02
C -5.21277 2.53907 -1.46974 -0.02 0.00 0.02
H -4.65171 6.49552 -0.61078 0.01 0.01 0.01
C -3.81520 6.23137 -1.25523 -0.06 -0.02 -0.05
N 2.02116 -0.97643 -0.85049 -0.18 0.11 0.87
H -0.67181 -6.06727 4.21433 0.00 0.01 0.00
H 5.01054 -6.45961 0.70775 -0.01 0.02 0.01
P -1.37003 1.14797 -1.39689 0.18 -0.35 0.03
Cl 5.45388 0.39753 -0.55731 0.02 0.03 0.13
C -1.08416 5.94988 -1.51482 -0.02 -0.04 -0.07
H 4.30952 -5.68526 2.96112 0.00 0.01 -0.01
C 4.29311 -5.65608 0.81122 -0.05 0.03 0.03
Cl 1.57457 -6.38726 -4.29094 0.00 0.00 0.00
W -0.09942 -1.06082 -0.66139 -1.36 -0.17 -1.12
C 3.13540 -0.80204 -1.03784 0.10 0.13 -0.48
O -6.04620 -2.99567 -1.97372 -0.09 -0.01 -0.03
C -1.24375 1.25704 -3.19532 0.12 0.13 -0.01
C -0.06556 1.76273 -3.75114 -0.06 0.02 0.00
C 2.97029 -4.20291 2.19579 0.03 0.01 0.08
Cl -0.83272 -4.75790 0.25024 -0.02 -0.02 -0.29
C 0.46453 3.30940 2.48218 -0.01 0.05 -0.02
H 5.41874 4.28218 0.03534 -0.02 -0.01 0.01
C -4.31927 -2.29439 -0.58888 -0.07 -0.02 0.20
C -2.22973 0.75756 -4.04857 0.00 -0.08 -0.03
H 0.57100 -4.95708 2.44216 -0.04 0.09 0.16
H 5.07262 0.72834 4.83506 -0.01 -0.01 -0.02
H -4.98131 1.83596 1.83500 0.01 0.01 -0.04
C -4.70495 1.89735 0.78954 -0.03 0.00 0.04
H -3.15214 0.35615 -3.65266 0.01 0.00 0.01
C 2.23164 2.09692 0.29465 0.04 0.04 -0.07
Cl 0.69676 -1.12717 -3.28386 -0.18 -0.10 0.36
C 2.38419 -0.95195 2.57426 -0.10 0.10 0.04
H 0.32418 4.86154 3.94622 0.00 -0.02 -0.02
C -4.79411 -2.59981 -1.87188 0.18 0.03 -0.09
C 3.74165 -1.01179 2.25162 0.04 0.00 -0.08
H 4.07655 -1.60598 1.40885 0.00 0.00 -0.05
Br -2.09320 -1.64960 1.12587 0.21 0.15 -0.17
H -1.08341 0.32932 2.67550 -0.16 -0.34 -0.12
H 1.02346 2.20633 -5.54178 -0.03 -0.01 0.01
Cl 1.79323 -3.38135 -5.21893 0.01 0.02 -0.01
C -3.06725 1.55597 -0.95660 -0.04 0.14 -0.06
Cl 4.18459 0.24627 -3.16084 -0.01 0.02 -0.03
C -0.78912 1.32392 2.94086 -0.06 0.06 -0.05
H -0.81647 -1.16417 3.90554 0.02 0.33 -0.04
H -2.82548 0.40880 -6.07575 0.02 0.01 0.02
C 1.01187 -5.13445 -3.28549 0.01 0.02 0.00
C -3.95376 2.12497 -1.87728 -0.05 0.03 -0.03
C 0.40074 -5.42432 -2.05560 0.00 -0.04 -0.01
Ge 1.15327 -2.16421 1.62940 0.73 -0.28 0.45
H 2.76943 1.88173 2.37374 0.05 -0.08 -0.04
N -2.16079 -1.75237 -1.50589 0.52 0.39 0.18
Cl 5.19266 -2.16022 -1.89365 0.02 -0.04 0.01
H 0.99637 -0.21710 4.05966 -0.03 -0.03 0.01
C -3.45257 1.47160 0.38272 -0.07 0.04 -0.07
C 0.06079 2.02425 2.09821 0.07 0.12 -0.02
C -0.79004 -2.23650 3.91934 0.05 -0.17 0.06
H -6.30596 -3.22263 -2.87938 0.03 0.01 0.06
H -2.03315 -4.75406 5.81550 0.02 0.01 -0.02
P 0.57682 1.38070 0.47993 0.08 0.02 -0.02
C -0.02632 -2.95799 2.99690 -0.10 -0.05 -0.04
C -0.84532 3.14760 4.49307 0.00 -0.02 0.04
C -1.48019 -4.25469 5.03042 -0.01 0.04 -0.02
H 0.23571 4.14863 -0.03132 0.05 -0.02 -0.06
H 4.02135 3.89242 -1.96811 -0.01 -0.02 0.02
H 2.67786 0.85976 5.44228 -0.01 -0.02 0.00
H -3.66894 2.27735 -2.90920 -0.02 0.02 0.10
H -1.32756 6.47521 -2.43940 0.02 -0.01 0.01
H -1.91612 -2.00518 -3.55499 0.05 0.05 0.06
H 5.75144 -0.49273 2.78822 -0.05 0.00 0.00
C 0.11249 1.79541 -5.12497 -0.01 -0.01 -0.04
C -0.02616 -4.38765 -1.22551 -0.15 0.05 0.06
H 0.71655 2.13242 -3.10512 -0.02 0.04 -0.02
C 2.60726 2.66515 -0.92701 0.01 -0.02 0.03
H 1.14399 3.88217 1.86640 -0.04 0.01 0.06
H -1.46680 3.79398 0.19530 -0.02 0.04 0.01
H -3.96544 5.21274 -1.61473 0.01 0.02 0.01
C -1.24145 1.86844 4.13076 -0.05 0.03 0.05
H 4.80144 3.22873 2.19238 -0.01 -0.01 -0.03
H 2.47073 -3.55483 -1.08810 0.01 0.02 0.00
C 2.83428 -4.01382 -0.18059 0.03 0.06 -0.01
C -3.02069 -1.89451 -0.50232 -0.07 -0.07 -0.01
H -6.57642 2.75212 0.17362 0.03 -0.01 -0.01
C -0.88003 1.30609 -5.96518 0.03 0.01 0.00
N -0.33205 2.24901 -0.67815 -0.20 -0.10 -0.06
C -0.01096 -4.34879 3.12462 0.03 -0.14 0.02
C -1.51278 -2.87191 4.92013 -0.02 -0.06 0.02
S -2.31754 6.38848 -0.26714 0.03 0.00 0.04
C 3.89734 -5.22502 2.07244 0.04 -0.02 -0.09
C 0.69828 -2.83753 -2.81877 0.09 0.07 -0.20
C 4.47737 -0.57886 -1.61999 0.09 -0.12 0.00
H 1.97710 2.55397 -1.79797 0.03 -0.02 0.04
H -0.13223 6.35654 -1.16814 -0.02 -0.01 0.07
H -4.94440 -2.40867 0.28712 -0.02 0.00 -0.07
C 4.70265 -0.40623 3.04807 0.05 0.06 -0.01
C 2.02475 -0.26476 3.73812 0.01 0.04 -0.03
C 4.19321 3.06553 1.31110 0.05 -0.06 0.03
C -2.04642 0.78352 -5.42348 -0.01 -0.01 -0.01
H -1.86056 4.07449 -2.25057 -0.02 -0.05 0.01
C -0.63609 3.69806 -0.50598 0.01 -0.07 -0.01
H -5.89052 2.97400 -2.19325 0.01 0.00 0.02
C 3.75403 3.43787 -1.02234 0.00 0.02 -0.01
C -0.72008 -4.98908 4.13163 -0.01 0.02 0.00
C 4.53915 3.65449 0.10267 0.02 -0.02 -0.02
H 2.69063 -3.88769 3.19672 0.02 0.01 -0.05
C 2.40275 -3.58704 1.07067 -0.02 -0.13 0.08
C -3.90235 -2.49241 -2.95019 -0.10 -0.05 -0.06
C -0.94235 4.44935 -1.79002 -0.02 -0.01 -0.01
H -1.19282 3.58214 5.42195 0.01 -0.01 -0.04
H -0.13798 4.30042 -2.51378 0.03 0.01 -0.03
H 4.07609 -5.35528 -1.30081 -0.01 0.01 0.03
C -2.61316 -2.07690 -2.73124 0.10 0.01 -0.04
C 2.98107 0.34798 4.53761 -0.02 0.00 -0.02
H -2.76215 1.11356 1.12339 0.22 -0.10 0.21
H -2.08805 -2.28305 5.62409 0.02 -0.02 -0.02

---

Strongest force on any atom, record by record: 1.8; 1.8 eV Å⁻¹
DFT total energy, record by record: -124487.4956; -326432.3031 eV
Energy above the lowest of the compared OMol25 structures with the same formula, charge and spin, record by record: 0.00; 14.44 kJ/mol